[1]
An isolated molecule of C4H9NO, computed with ωB97M-V/def2-TZVPD.

Element x y z (Å)
C 0.893 -1.937 1.071
C 0.453 -0.865 0.082
N -0.857 -0.361 0.483
C -1.213 0.822 0.204
C -0.459 1.875 -0.593
O 0.148 1.383 -1.771
H 1.837 -2.396 0.759
H 1.031 -1.510 2.070
H 0.129 -2.717 1.143
H 1.208 -0.072 -0.001
H 0.358 -1.303 -0.920
H -2.197 1.131 0.575
H 0.355 2.290 0.014
H -1.148 2.703 -0.816
H -0.538 0.956 -2.299

For the HOMO energy, the calculation gives -9.3 eV. The HOMO-LUMO gap comes out at 10.1 eV. For the largest force on an atom, the calculation gives 0.4 eV/Å. As for the SMILES: CC/N=C\CO. Its spin multiplicity is 1. The total energy comes out at -287.7653 a.u.

***

[2]
A cluster of 2 separate species, C4H9NO in total at a distorted geometry, computed with ωB97M-V/def2-TZVPD.

Element x y z (Å)
C 0.531 0.480 -1.220
C 0.410 0.205 0.123
C -0.369 1.133 1.023
N 1.345 -0.666 0.714
H -0.028 1.295 -1.666
H 1.340 0.064 -1.809
H -1.225 1.566 0.501
H -0.761 0.579 1.882
H 0.269 1.940 1.397
H 2.308 -0.447 0.472
H 1.237 -0.750 1.721
C -1.225 -1.275 -0.698
O -2.388 -0.928 -0.502
H -0.715 -2.112 -0.203
H -0.731 -1.087 -1.735

For the HOMO energy, the calculation gives -8.2 eV. The HOMO-LUMO gap comes out at 8.8 eV. For the largest force on an atom, the calculation gives 4.3 eV/Å. As for the SMILES: C=C(C)N.C=O. Its spin multiplicity is 1. The total energy comes out at -287.7139 a.u.

***

[3]
A cluster of 2 separate species, C4H9NO in total at a distorted geometry, computed with ωB97M-V/def2-TZVPD.

Element x y z (Å)
C 1.699 -0.366 -0.253
C 0.309 0.152 0.113
C -0.338 -0.854 0.982
C -0.877 -0.584 -0.447
H 1.842 -1.473 -0.565
H 2.370 0.075 0.497
H 1.844 0.062 -1.232
H 0.788 2.285 -0.327
H -0.454 1.911 0.592
H -1.246 -0.258 1.441
H -0.071 -1.864 1.465
H -1.030 -1.115 -1.415
H -3.168 0.220 -1.238
N 0.439 1.467 0.350
O -2.106 0.343 0.037

For the HOMO energy, the calculation gives -8.7 eV. The HOMO-LUMO gap comes out at 7.8 eV. For the largest force on an atom, the calculation gives 7.2 eV/Å. Its spin multiplicity is 1. The total energy comes out at -287.5299 a.u.

***

[4]
A structure of composition C4H9NO at a distorted geometry, computed with ωB97M-V/def2-TZVPD.

Element x y z (Å)
C -1.914 1.197 0.103
C -1.163 0.020 -0.528
C 0.094 0.267 -1.150
C 1.396 -0.694 0.501
O 0.482 -1.294 1.089
N 2.650 -1.043 0.887
H -2.669 0.826 0.801
H -2.444 1.861 -0.601
H -1.211 1.829 0.655
H -0.565 -0.743 0.435
H -1.840 -0.654 -1.075
H 0.371 -0.342 -2.012
H 0.546 1.249 -1.104
H 2.782 -1.881 1.448
H 3.485 -0.596 0.550

For the HOMO energy, the calculation gives -8.8 eV. The HOMO-LUMO gap comes out at 9.5 eV. For the largest force on an atom, the calculation gives 1.1 eV/Å. Its spin multiplicity is 1. The total energy comes out at -287.6954 a.u.

***

[5]
A structure of composition C4H9NO at a distorted geometry, computed with ωB97M-V/def2-TZVPD.

Element x y z (Å)
C 1.213 -0.806 0.111
N -0.099 -0.658 -0.531
C -0.047 0.294 -1.656
C -1.281 -0.360 0.301
C -1.007 0.728 1.151
O 0.043 1.588 1.301
H 1.646 0.185 0.303
H 1.096 -1.423 1.019
H 1.978 -1.274 -0.518
H -1.045 0.260 -2.077
H 0.686 -0.106 -2.370
H 0.200 1.319 -1.344
H -1.665 -1.239 0.832
H 0.099 0.452 1.679
H -1.818 1.040 1.799

For the HOMO energy, the calculation gives -8.3 eV. The HOMO-LUMO gap comes out at 8.7 eV. For the largest force on an atom, the calculation gives 5.4 eV/Å. Its spin multiplicity is 1. The total energy comes out at -287.6150 a.u.

***

[6]
An isolated molecule of C4H9NO at a distorted geometry, computed with ωB97M-V/def2-TZVPD.

Element x y z (Å)
N -1.539 -1.163 -1.634
C -0.215 -0.804 -1.148
C -0.272 0.077 0.105
C 1.045 0.758 0.466
C 1.080 1.080 1.960
O 0.093 1.508 2.499
H -2.136 -0.428 -1.955
H -2.012 -1.808 -1.030
H 0.367 -1.683 -0.851
H 0.343 -0.495 -2.038
H -0.714 -0.498 0.922
H -1.020 0.872 0.001
H 1.840 0.085 0.115
H 1.215 1.723 -0.014
H 1.926 0.776 2.602

For the HOMO energy, the calculation gives -9.1 eV. The HOMO-LUMO gap comes out at 10.1 eV. For the largest force on an atom, the calculation gives 1.7 eV/Å. As for the SMILES: NCCCC=O. Its spin multiplicity is 1. The total energy comes out at -287.7708 a.u.

***

[7]
An isolated molecule of C4H9NO at a distorted geometry, computed with ωB97M-V/def2-TZVPD.

Element x y z (Å)
C -2.118 0.595 -0.272
C -1.269 -0.609 0.260
O -0.402 -1.299 -0.618
C 0.217 -0.534 0.440
C 1.282 0.514 0.047
N 2.592 -0.020 -0.335
H -2.941 0.254 -0.969
H -1.532 1.254 -0.939
H -2.562 1.192 0.546
H -1.853 -1.216 0.913
H 0.503 -1.153 1.272
H 1.397 1.143 1.013
H 1.002 1.139 -0.824
H 2.522 -0.808 -1.043
H 3.163 -0.453 0.509

For the HOMO energy, the calculation gives -9.4 eV. The HOMO-LUMO gap comes out at 10.5 eV. For the largest force on an atom, the calculation gives 3.2 eV/Å. As for the SMILES: C[C@H]1O[C@H]1CN. Its spin multiplicity is 1. The total energy comes out at -287.7368 a.u.

***

[8]
An isolated molecule of C4H9NO, computed with ωB97M-V/def2-TZVPD.

Element x y z (Å)
C 0.201 0.316 1.713
C -0.308 -0.610 0.594
C 0.033 -0.115 -0.797
C -1.029 0.547 -1.644
N 1.191 -0.210 -1.330
O 2.183 -0.791 -0.565
H 1.295 0.354 1.790
H -0.133 1.345 1.546
H -0.175 -0.015 2.686
H 0.092 -1.625 0.725
H -1.396 -0.699 0.679
H -0.609 1.404 -2.176
H -1.426 -0.147 -2.394
H -1.868 0.892 -1.032
H 1.918 -0.755 0.368

For the HOMO energy, the calculation gives -9.4 eV. The HOMO-LUMO gap comes out at 10.3 eV. For the largest force on an atom, the calculation gives 0.6 eV/Å. As for the SMILES: CC/C(C)=N\O. Its spin multiplicity is 1. The total energy comes out at -287.7387 a.u.

***

[9]
An isolated molecule of C4H9NO at a distorted geometry, computed with ωB97M-V/def2-TZVPD.

Element x y z (Å)
C -2.095 -0.630 -0.055
C -1.116 0.549 -0.172
N 0.130 -0.022 0.184
C 1.357 0.707 0.152
C 2.478 -0.316 0.179
O 3.576 -0.345 -0.300
H -3.118 -0.394 -0.515
H -1.649 -1.517 -0.488
H -2.311 -0.857 0.955
H -1.064 1.036 -1.146
H -1.516 1.265 0.531
H 0.227 -0.956 -0.318
H 1.547 1.400 -0.747
H 1.468 1.319 0.998
H 2.086 -1.241 0.741

For the HOMO energy, the calculation gives -9.2 eV. The HOMO-LUMO gap comes out at 10.2 eV. For the largest force on an atom, the calculation gives 3.0 eV/Å. As for the SMILES: CCNCC=O. Its spin multiplicity is 1. The total energy comes out at -287.7548 a.u.

***

[10]
An isolated molecule of C4H9NO, computed with ωB97M-V/def2-TZVPD.

Element x y z (Å)
C 1.775 0.042 0.268
C 0.632 -0.117 -0.743
C -0.718 -0.002 -0.081
C -1.446 -1.251 0.331
N -1.299 1.099 0.205
O -0.553 2.210 -0.187
H 1.732 1.030 0.734
H 1.716 -0.715 1.058
H 2.748 -0.066 -0.224
H 0.726 0.649 -1.520
H 0.706 -1.095 -1.232
H -2.372 -0.985 0.846
H -1.687 -1.874 -0.539
H -0.829 -1.861 1.002
H -1.130 2.934 0.084

For the HOMO energy, the calculation gives -9.4 eV. The HOMO-LUMO gap comes out at 10.5 eV. For the largest force on an atom, the calculation gives 0.7 eV/Å. As for the SMILES: CC/C(C)=N\O. Its spin multiplicity is 1. The total energy comes out at -287.7532 a.u.

***

[11]
An isolated molecule of C4H9NO, computed with ωB97M-V/def2-TZVPD.

Element x y z (Å)
C -1.481 -0.805 -0.843
C -0.444 0.310 -0.891
N 0.463 0.157 0.250
C 0.996 1.326 0.917
C 0.892 -1.073 0.654
O 0.843 -2.112 0.022
H -2.121 -0.663 0.037
H -0.935 -1.752 -0.771
H -2.110 -0.832 -1.733
H -0.918 1.296 -0.792
H 0.092 0.309 -1.850
H 0.215 2.063 1.133
H 1.777 1.810 0.316
H 1.453 1.017 1.863
H 1.277 -1.052 1.689

For the HOMO energy, the calculation gives -9.4 eV. The HOMO-LUMO gap comes out at 10.3 eV. For the largest force on an atom, the calculation gives 0.7 eV/Å. As for the SMILES: CCN(C)C=O. Its spin multiplicity is 1. The total energy comes out at -287.7965 a.u.

***

[12]
An isolated molecule of C4H9NO, computed with ωB97M-V/def2-TZVPD.

Element x y z (Å)
C 2.287 0.303 0.285
C 0.952 1.030 0.165
N 0.074 0.626 1.260
C -0.725 -0.317 1.024
O -0.781 -0.987 -0.165
C -2.062 -0.954 -0.770
H 2.130 -0.777 0.201
H 2.983 0.607 -0.504
H 2.742 0.504 1.259
H 0.511 0.821 -0.819
H 1.091 2.111 0.252
H -1.434 -0.660 1.785
H -2.744 -1.684 -0.315
H -1.902 -1.196 -1.822
H -2.498 0.051 -0.701

For the HOMO energy, the calculation gives -9.9 eV. The HOMO-LUMO gap comes out at 10.8 eV. For the largest force on an atom, the calculation gives 0.5 eV/Å. As for the SMILES: CC/N=C\OC. Its spin multiplicity is 1. The total energy comes out at -287.7664 a.u.

***

[13]
An isolated molecule of C4H9NO at a distorted geometry, computed with ωB97M-V/def2-TZVPD.

Element x y z (Å)
C -2.080 -0.415 -0.142
C -0.619 -0.778 0.143
C 0.297 0.208 -0.587
N 1.699 0.240 -0.214
C 2.031 0.992 0.885
O 1.182 1.484 1.581
H -2.190 0.131 -1.075
H -2.555 0.112 0.684
H -2.653 -1.341 -0.201
H -0.363 -1.779 -0.198
H -0.370 -0.743 1.204
H -0.084 1.222 -0.689
H 0.270 -0.072 -1.651
H 2.322 -0.368 -0.715
H 3.112 1.106 0.974

For the HOMO energy, the calculation gives -9.8 eV. The HOMO-LUMO gap comes out at 10.7 eV. For the largest force on an atom, the calculation gives 1.8 eV/Å. As for the SMILES: CCCNC=O. Its spin multiplicity is 1. The total energy comes out at -287.8020 a.u.

***

[14]
A structure of composition C4H9NO, computed with ωB97M-V/def2-TZVPD.

Element x y z (Å)
C 1.757 0.991 0.365
C 0.346 0.490 0.478
C -1.256 0.084 -1.407
N 0.149 -0.789 0.933
C -1.052 -1.353 0.757
O -1.940 -0.628 0.215
H 1.823 1.757 -0.418
H 2.449 0.189 0.076
H 2.151 1.451 1.287
H -0.438 1.185 0.753
H -2.210 -0.258 -1.804
H -0.419 -0.478 -1.819
H -1.146 1.162 -1.476
H 0.947 -1.376 1.143
H -1.162 -2.426 0.918

For the HOMO energy (spin up / spin down), the calculation gives -6.5 / -6.5 eV. The HOMO-LUMO gap (spin up / spin down) comes out at 7.4 / 7.4 eV. For the largest force on an atom, the calculation gives 0.3 eV/Å. Its spin multiplicity is 1. The total energy comes out at -287.6529 a.u.

***

[15]
An isolated molecule of C4H9NO, computed with ωB97M-V/def2-TZVPD.

Element x y z (Å)
C -1.914 0.220 -0.460
C -0.746 0.504 0.477
O -0.828 0.034 1.682
C 0.617 -0.379 -0.203
C 1.683 0.277 -0.829
N 1.385 -0.588 0.999
H -2.782 0.801 -0.133
H -1.678 0.498 -1.494
H -2.181 -0.841 -0.416
H -0.427 1.566 0.388
H 0.627 -0.403 1.764
H 0.208 -1.263 -0.695
H 2.067 1.190 -0.389
H 2.143 -0.048 -1.765
H 1.839 -1.493 1.018

For the HOMO energy (spin up / spin down), the calculation gives -8.7 / -8.7 eV. The HOMO-LUMO gap (spin up / spin down) comes out at 7.7 / 7.7 eV. For the largest force on an atom, the calculation gives 0.3 eV/Å. Its spin multiplicity is 1. The total energy comes out at -287.6511 a.u.

***

[16]
A cluster of 3 separate species, C4H9NO in total at a distorted geometry, computed with ωB97M-V/def2-TZVPD.

Element x y z (Å)
C 2.318 1.004 -0.310
C 1.187 0.901 0.718
C -1.846 -0.581 0.052
C -1.245 -1.795 -0.611
H 2.090 2.097 -1.324
H 2.589 -0.252 -1.015
H 3.314 1.291 0.484
H 1.501 0.488 1.766
H 0.747 1.998 0.831
H -2.953 -0.533 0.129
H -0.786 -2.668 0.179
H -0.246 -1.749 -1.478
H -2.282 -2.210 -1.225
N -1.139 0.419 0.443
O 0.190 0.179 -0.067

For the HOMO energy, the calculation gives -9.5 eV. The HOMO-LUMO gap comes out at 10.3 eV. For the largest force on an atom, the calculation gives 5.0 eV/Å. Its spin multiplicity is 1. The total energy comes out at -287.5230 a.u.

***

[17]
A cluster of 3 separate species, C4H9NO in total at a distorted geometry, computed with ωB97M-V/def2-TZVPD.

Element x y z (Å)
O 1.005 -0.001 2.114
C 0.414 -0.658 1.061
C -0.926 -0.432 0.375
C 0.284 0.283 -0.177
C 0.942 -0.220 -1.391
N -1.639 -1.030 -0.666
H 0.733 -1.745 1.029
H -1.601 0.132 1.053
H -0.549 2.698 1.371
H 0.609 1.255 0.103
H 0.239 -1.031 -1.774
H 1.894 -1.011 -1.216
H 1.236 0.516 -2.132
H -0.993 3.301 0.918
H -1.649 -2.056 -0.669

For the HOMO energy (spin up / spin down), the calculation gives -16.2 / -16.0 eV. The HOMO-LUMO gap (spin up / spin down) comes out at 7.8 / 7.0 eV. For the largest force on an atom, the calculation gives 9.9 eV/Å. As for the total charge: +1. Its spin multiplicity is 2. The total energy comes out at -287.2003 a.u.

***

[18]
The ion C4H9NO2 with charge -2 at a distorted geometry, computed with ωB97M-V/def2-TZVPD.

Element x y z (Å)
N 1.396 -0.419 -0.695
C 0.078 0.228 -0.661
C -0.863 -0.480 -1.708
O -0.225 -0.901 -2.829
C -0.511 0.188 0.754
C 0.346 0.708 1.965
O -0.308 0.781 3.147
H 1.374 -1.174 -0.015
H 1.410 -0.835 -1.625
H 0.174 1.271 -0.982
H -1.393 -1.348 -1.180
H -1.695 0.233 -1.960
H -0.722 -0.840 1.106
H -1.472 0.706 0.679
H 1.260 0.119 2.132
H 0.706 1.743 1.544

For the HOMO energy, the calculation gives 0.9 eV. The HOMO-LUMO gap comes out at 6.5 eV. For the largest force on an atom, the calculation gives 2.0 eV/Å. As for the total charge: -2. As for the SMILES: N[C@@H](C[O-])CC[O-]. Its spin multiplicity is 1. The total energy comes out at -362.9067 a.u.

***

[19]
A cluster of 2 separate species, C4H9NO2 in total at a distorted geometry, computed with ωB97M-V/def2-TZVPD.

Element x y z (Å)
C -1.827 0.863 0.757
C -1.801 -0.546 0.190
N -0.472 -0.892 -0.289
C 0.356 -1.182 0.565
O 1.025 -1.542 1.445
H -1.486 1.575 0.002
H -2.852 1.095 1.048
H -1.190 0.985 1.647
H -2.099 -1.275 0.946
H -2.426 -0.675 -0.693
C 2.492 0.327 -0.848
O 1.229 0.312 -1.508
H 3.307 -0.025 -1.512
H 2.838 1.336 -0.538
H 2.628 -0.278 0.064
H 0.277 -0.081 -1.278

For the HOMO energy, the calculation gives -9.3 eV. The HOMO-LUMO gap comes out at 10.0 eV. For the largest force on an atom, the calculation gives 3.5 eV/Å. As for the SMILES: CCN=C=O.CO. Its spin multiplicity is 1. The total energy comes out at -362.9766 a.u.

***

[20]
A structure of composition C4H9NO2 at a distorted geometry, computed with ωB97M-V/def2-TZVPD.

Element x y z (Å)
C -0.383 -0.717 -0.807
C -0.574 -0.006 0.356
C 1.980 0.790 -0.076
C 1.087 -0.262 0.506
O -0.990 -1.917 -1.046
O -2.587 1.488 -0.325
N 1.558 -1.126 1.298
H -1.839 -1.953 -0.586
H -3.059 1.752 0.473
H 0.063 -0.281 -1.694
H 0.898 -1.868 1.528
H -1.160 -0.484 1.139
H -1.617 1.447 -0.072
H 2.743 1.066 0.646
H 2.471 0.401 -0.969
H 1.410 1.669 -0.371

For the HOMO energy, the calculation gives -9.0 eV. The HOMO-LUMO gap comes out at 9.3 eV. For the largest force on an atom, the calculation gives 3.6 eV/Å. Its spin multiplicity is 1. The total energy comes out at -362.9196 a.u.

***

Calculated energy relative to the best compared isomer or geometry (same formula, charge and spin) in order - 42.1, 74.4, 189.9, 86.0, 136.5, 38.7, 60.0, 58.8, 48.7, 49.7, 22.6, 41.5, 19.1, 112.7, 113.8, 194.2, 188.5, 3.6, 68.4, 104.1 kcal/mol